# 1
Molecular formula: C25H67NO26S8
Method: DFT, ωB97M-V with the def2-TZVPD basis set

Structure (ORCA input):
```
! RIJCOSX wB97M-V def2-TZVPD def2/J DEFGRID3
* xyz 0 1
C -2.6189 3.7982 -0.3473
C -1.1494 4.2128 -0.3394
O -1.1155 5.5720 -0.8231
S 0.1933 6.4031 -0.3050
C -0.3629 6.9668 1.2813
O 1.3672 5.5654 -0.1699
O 0.2829 7.5170 -1.2128
H -2.6435 2.7436 -0.0791
H -3.1130 3.9762 -1.2970
H -3.0067 4.4576 0.4311
H -0.6710 4.0740 0.6369
H -0.4994 3.5942 -0.9671
H -1.2668 6.4040 1.5043
H -0.6020 8.0199 1.1612
H 0.4107 6.8312 2.0307
C -7.2967 -2.1355 0.2104
C -6.0055 -2.1923 -0.6093
O -5.4926 -0.8293 -0.5496
S -5.1600 -0.1386 -1.9654
C -3.4646 -0.7040 -2.2785
O -5.9792 -0.7026 -3.0173
O -5.1367 1.2687 -1.6430
H -7.1374 -1.6976 1.1948
H -7.8125 -3.0918 0.3096
H -7.9930 -1.4557 -0.2853
H -5.2813 -2.8268 -0.0987
H -6.1868 -2.5471 -1.6185
H -3.3019 -0.2501 -3.2508
H -3.6831 -1.7717 -2.2799
H -2.8121 -0.4063 -1.4690
C -1.1398 -1.2671 -6.7239
C -1.1752 -1.8078 -5.2971
O 0.1613 -1.8634 -4.8356
S 0.5165 -2.0318 -3.2728
C -0.2168 -3.6642 -2.9523
O 1.9504 -2.0759 -3.1737
O -0.2307 -1.0953 -2.4799
H -2.0842 -1.3764 -7.2569
H -0.4381 -1.8595 -7.3136
H -0.8399 -0.2209 -6.7243
H -1.8379 -1.1958 -4.6850
H -1.5730 -2.8269 -5.3356
H -1.2478 -3.7261 -3.3265
H -0.3828 -3.8484 -1.8949
H 0.2753 -4.4014 -3.5824
C 2.6537 -7.2872 1.0754
C 3.4848 -6.0730 0.7118
O 2.7442 -4.8791 0.9769
S 2.1567 -4.0487 -0.2842
C 3.5171 -2.8430 -0.4638
O 2.1974 -4.8491 -1.4826
O 0.9516 -3.3577 0.1123
H 3.1227 -8.2663 0.9615
H 1.8461 -7.3517 0.3402
H 2.3096 -7.2021 2.1041
H 4.3567 -5.9175 1.3570
H 3.9344 -6.2069 -0.2736
H 4.4387 -3.2638 -0.0600
H 3.2668 -1.9990 0.1779
H 3.7055 -2.5826 -1.4989
C 0.6192 0.2382 3.8196
C -0.8023 0.4587 4.3975
O -1.0126 1.8740 4.4916
S -2.1399 2.5723 3.5684
C -3.5514 2.4723 4.6960
O -1.8136 3.9584 3.4665
O -2.4266 1.8113 2.3900
H 0.5919 0.7534 2.8583
H 1.0130 -0.7704 3.7284
H 1.3183 0.7854 4.4553
H -1.4782 -0.1256 3.7752
H -0.8666 0.1593 5.4426
H -4.3883 2.3473 4.0033
H -3.6290 3.4308 5.1958
H -3.6083 1.5841 5.3186
C 3.6432 2.4604 -2.2174
C 2.3665 3.1239 -2.6573
O 2.5965 4.4804 -3.0531
S 1.3721 5.1938 -3.8249
C 1.6818 4.7638 -5.5442
O 0.1307 4.5858 -3.4321
O 1.6364 6.6039 -3.6760
H 3.6811 2.3194 -1.1367
H 4.5441 2.8541 -2.6825
H 3.6399 1.3988 -2.4989
H 1.8533 2.6058 -3.4754
H 1.6804 3.1696 -1.8078
H 1.3824 3.7265 -5.6890
H 2.7462 4.7952 -5.7667
H 1.1213 5.4724 -6.1451
C -0.2497 -5.2394 2.7188
C -1.1781 -5.7439 1.6416
O -1.7216 -4.6609 0.8089
S -2.5734 -3.4803 1.4961
C -4.0167 -4.3961 2.0144
O -1.8280 -2.9985 2.6293
O -2.9240 -2.5150 0.4967
H 0.4882 -5.9408 3.1234
H -0.8362 -5.0002 3.6016
H 0.3915 -4.4320 2.3778
H -0.6880 -6.3966 0.9206
H -2.0394 -6.3000 2.0146
H -4.7050 -3.6842 2.4637
H -3.7761 -5.1528 2.7573
H -4.3763 -4.9036 1.1215
C 7.5511 2.8439 2.9834
C 6.4607 2.0642 3.6454
O 5.1786 2.6614 3.4393
S 4.6125 2.7839 1.9198
C 2.8327 2.8912 2.2919
O 5.0075 4.0528 1.3635
O 4.8617 1.4975 1.2813
H 7.4301 2.9462 1.9007
H 8.5785 2.5316 3.1791
H 7.5884 3.8995 3.2827
H 6.4968 1.0607 3.2177
H 6.6937 2.0778 4.7086
H 2.3384 3.5253 1.5580
H 2.7314 3.2827 3.2999
H 2.4351 1.8898 2.1579
C -0.7103 -0.3006 0.6006
N 0.4281 0.5039 0.0492
O 1.4279 0.4683 0.7549
O 0.2753 1.1805 -0.9249
H -0.6427 -1.2906 0.1583
H -1.6350 0.1283 0.2150
H -0.6944 -0.2241 1.6777
*
```

## Properties
HOMO energy in eV: -9.95
HOMO-LUMO gap in eV: 9.76
Relative energy (zero: lowest compared OMol25 entry of this formula, charge and spin) in kcal/mol: 2.5

Here are the Mulliken charges for atoms 1 to 4, given in e: -1.24, 1.03, -0.47, 1.09

# 2
Molecular formula: C4H7NS2
Method: DFT, ωB97M-V with the def2-TZVPD basis set

Structure (ORCA input):
```
! RIJCOSX wB97M-V def2-TZVPD def2/J DEFGRID3
* xyz 0 1
C 0.8201 -0.8284 0.6231
C 1.5896 -1.8790 -0.0212
C -1.4310 2.0281 -1.9070
C -0.1636 -0.5219 1.6221
N 1.6364 -0.3679 -0.1779
S -1.6907 0.2263 1.0720
S -1.0762 2.2493 -0.2838
H 2.3939 -2.2324 0.5918
H 1.2316 -2.4997 -0.8979
H -0.8838 1.4157 -2.6378
H -2.4575 2.0174 -2.0069
H -0.2938 -1.5764 2.0632
H 0.0693 0.1443 2.3928
H 0.2559 1.8246 -0.4325
*
```

## Properties
HOMO energy (alpha / beta) in eV: -8.00 / -8.01
HOMO-LUMO gap (alpha / beta) in eV: 7.40 / 7.39
Relative energy (zero: lowest compared OMol25 entry of this formula, charge and spin) in kcal/mol: 116.1

Here are the Mulliken charges for atoms 1 to 4, given in e: 0.39, -0.30, -0.50, -0.60

# 3
Molecular formula: C19H49CaO9Sr
Method: DFT, ωB97M-V with the def2-TZVPD basis set

Structure (ORCA input):
```
! RIJCOSX wB97M-V def2-TZVPD def2/J DEFGRID3
* xyz 3 1
Sr -0.3051 -2.5058 -2.3185
Ca 1.7747 -3.7244 0.9409
O 0.3212 0.4549 0.9157
C 0.3580 -0.5413 0.0311
O 0.1451 -0.2721 -1.1650
O 0.6578 -1.7281 0.4182
H 0.4147 0.0260 1.7890
C 1.4849 3.1673 -1.6323
C 0.4069 3.2316 -2.7434
C 1.0891 3.2655 -4.1205
O -0.3802 2.0193 -2.7032
H 2.2678 3.8891 -1.8448
H 1.8542 2.1381 -1.5980
H 1.0240 3.3639 -0.6638
H -0.1974 4.1092 -2.5274
H 2.0532 2.7537 -4.0840
H 1.3581 4.3075 -4.3163
H 0.4703 2.8621 -4.9150
H -0.0088 1.4458 -2.0259
C 4.7758 -2.5372 3.6688
C 3.5485 -1.7840 3.2320
C 3.7416 -0.9248 1.9889
O 2.4377 -2.7378 3.0501
H 5.5593 -1.8493 3.9787
H 5.0394 -3.2035 2.8394
H 4.5811 -3.1830 4.5284
H 3.2277 -1.1009 4.0244
H 2.7873 -0.4670 1.7410
H 4.1466 -1.5382 1.1706
H 4.4984 -0.1676 2.1770
H 2.3144 -3.2357 3.8688
C 2.7972 2.7176 2.6160
C 1.8852 3.8980 2.4603
C 0.5282 3.6282 3.1194
O 2.5406 5.0355 3.0126
H 2.2442 1.8276 2.2910
H 3.1215 2.5272 3.6438
H 3.7354 2.8340 2.0677
H 1.7701 4.0600 1.3796
H -0.1732 3.1756 2.4161
H 0.1274 4.5284 3.5868
H 0.6053 2.9141 3.9467
H 1.8643 5.6381 3.3391
C -4.7114 0.0104 -2.0355
C -3.3224 -0.1247 -1.4108
C -3.3921 0.1778 0.0700
O -2.8657 -1.5216 -1.5712
H -4.8740 -0.6286 -2.9035
H -4.8980 1.0551 -2.2843
H -5.4981 -0.2496 -1.3208
H -2.6347 0.5109 -1.9623
H -3.8995 1.1400 0.1709
H -2.3737 0.3291 0.4428
H -3.9274 -0.5575 0.6657
H -3.5937 -2.0858 -1.2805
C -1.0125 -3.6209 4.6131
C -1.1130 -4.1787 3.1972
C -1.7677 -3.1810 2.3058
O 0.2192 -4.5192 2.7120
H -0.6937 -4.3343 5.3763
H -1.9609 -3.1807 4.9199
H -0.2913 -2.7981 4.6813
H -1.7022 -5.0972 3.2690
H -1.3061 -2.1915 2.2460
H -2.8368 -3.0217 2.4437
H -1.7804 -3.4900 1.2414
H 0.4597 -5.2882 3.2555
C -1.9170 -1.3003 -6.0981
C -1.3820 -0.1092 -5.2962
C -2.4788 0.9778 -5.2128
O -1.1165 -0.5931 -3.9527
H -1.2204 -2.1368 -6.0387
H -2.1485 -0.9859 -7.1129
H -2.8900 -1.5722 -5.6804
H -0.5339 0.3191 -5.8287
H -2.5444 1.3631 -6.2333
H -2.1081 1.7981 -4.5999
H -3.4436 0.5554 -4.9501
H -0.9322 0.2127 -3.4219
*
```

## Properties
HOMO energy in eV: -15.43
HOMO-LUMO gap in eV: 3.96
Relative energy (zero: lowest compared OMol25 entry of this formula, charge and spin) in kcal/mol: 0.0

Here are the Mulliken charges for atoms 1 to 4, given in e: 1.52, 1.49, -0.21, 0.17

# 4
Molecular formula: C5H6ClO2
Method: DFT, ωB97M-V with the def2-TZVPD basis set

Structure (ORCA input):
```
! RIJCOSX wB97M-V def2-TZVPD def2/J DEFGRID3
* xyz -1 1
C 2.4658 2.3813 1.7715
C 0.5933 -0.4847 0.3800
C -0.3048 -0.4834 -0.7687
C 0.3443 0.8402 -0.3359
C -0.0852 2.0287 0.4337
O 2.1420 3.1832 2.5334
O 3.0924 1.6195 1.2173
Cl -1.0450 3.2399 -0.6188
H 0.2418 -0.4736 1.4066
H 1.4847 -1.1227 0.1349
H 0.1338 -0.7156 -1.7507
H -1.3325 -0.6678 -0.6772
H 1.2654 1.1630 -0.8431
H -0.7486 1.7053 1.2183
*
```

## Properties
HOMO energy in eV: -2.00
HOMO-LUMO gap in eV: 5.72
Relative energy (zero: lowest compared OMol25 entry of this formula, charge and spin) in kcal/mol: 61.5

Here are the Mulliken charges for atoms 1 to 4, given in e: 0.46, -0.54, -0.45, 0.23

# 5
Molecular formula: C32H31N6ReS7
Method: DFT, ωB97M-V with the def2-TZVPD basis set

Structure (ORCA input):
```
! RIJCOSX wB97M-V def2-TZVPD def2/J DEFGRID3
* xyz 1 2
Re 0.4052 -0.7727 0.0559
C 1.5869 -3.8593 -0.0012
N 0.7386 -3.0223 0.8836
C 1.4584 -2.7643 2.1517
C 2.7466 -1.9636 1.9568
N 2.5200 -0.6746 1.2444
C 3.6200 -0.4381 0.2977
C 2.4978 0.3731 2.2687
C 3.6588 0.8536 2.8631
C 3.5996 1.7621 3.9072
C 2.3758 2.1956 4.3944
C 1.2143 1.7224 3.8234
C 1.2722 0.8194 2.7622
S -0.2230 0.2336 2.0819
C -0.5330 -3.6896 1.0958
C -1.0449 -3.9264 2.3716
C -2.2444 -4.5920 2.5671
C -2.9707 -5.0612 1.4847
C -2.4784 -4.8545 0.2184
C -1.2801 -4.1675 -0.0066
S -0.8656 -3.9500 -1.6723
H 1.3434 -4.9148 0.1292
H 2.6385 -3.7263 0.2249
H 1.4167 -3.6009 -1.0436
H 1.7050 -3.7109 2.6488
H 0.8122 -2.1735 2.8075
H 3.4990 -2.5363 1.4132
H 3.1613 -1.7590 2.9495
H 4.6016 -0.4840 0.7752
H 3.4923 0.5447 -0.1544
H 3.5882 -1.1978 -0.4784
H 4.6304 0.5188 2.5369
H 4.5146 2.1113 4.3590
H 2.3337 2.8955 5.2149
H 0.2505 2.0292 4.1977
H -0.5229 -3.5988 3.2551
H -2.5940 -4.7582 3.5743
H -3.9054 -5.5794 1.6316
H -3.0062 -5.2310 -0.6424
C -2.9139 -1.2891 1.5517
C -2.7428 -1.2211 0.0844
N -1.6274 -1.0541 -0.5869
C -1.8481 -1.0759 -1.9457
C -3.1522 -1.2253 -2.3091
S -4.1365 -1.3814 -0.9209
C -0.7042 -1.0616 -2.8260
C -0.7297 -0.9939 -4.1866
S 0.8528 -1.1176 -4.8158
C 1.4681 -1.2605 -3.2032
N 0.5483 -1.2203 -2.2829
C 2.9281 -1.3748 -2.9913
H -1.9735 -1.5354 2.0322
H -3.6507 -2.0450 1.8105
H -3.2585 -0.3338 1.9451
H -3.5690 -1.2779 -3.2936
H -1.5827 -0.8729 -4.8210
H 3.4355 -1.4362 -3.9506
H 3.1657 -2.2609 -2.4036
H 3.2834 -0.4895 -2.4673
S -0.3920 6.4550 1.1093
C -0.2056 5.0567 0.2723
S 0.7830 3.7294 0.8882
C 0.3360 2.8037 -0.5551
N -0.4372 3.4519 -1.3394
N -0.7462 4.6810 -0.9171
C -1.5980 5.4214 -1.7715
C -2.3374 4.6925 -2.7026
C -3.1625 5.3454 -3.5967
C -3.2658 6.7274 -3.5661
C -2.5287 7.4491 -2.6424
C -1.6871 6.8070 -1.7492
S 1.0299 1.3156 -1.0310
H -2.2442 3.6181 -2.7187
H -3.7278 4.7698 -4.3159
H -3.9168 7.2362 -4.2602
H -2.6011 8.5257 -2.6147
H -1.1040 7.3895 -1.0565
*
```

## Properties
HOMO energy (alpha / beta) in eV: -9.39 / -9.06
HOMO-LUMO gap (alpha / beta) in eV: 4.02 / 3.95

Here are the Mulliken charges for atoms 1 to 4, given in e: 1.33, -1.06, 1.09, -1.20

# 6
Molecular formula: C4H8O2
Method: DFT, ωB97M-V with the def2-TZVPD basis set

Structure (ORCA input):
```
! RIJCOSX wB97M-V def2-TZVPD def2/J DEFGRID3
* xyz 0 1
C -1.9985 -1.0538 0.2971
C -1.0270 -0.0192 -0.1815
C -0.6131 1.0189 0.5427
O 0.3309 1.9237 0.1581
H -1.5193 -2.0405 0.3328
H -2.3640 -0.8244 1.3037
H -2.8672 -1.1438 -0.3663
H -0.6026 -0.1514 -1.1757
H -0.9976 1.2393 1.5380
H 0.7277 1.5931 -0.6659
C 2.7395 -0.1353 -0.4303
O 1.9605 -0.0184 -1.3444
H 3.7199 -0.6119 -0.5989
H 2.5108 0.2236 0.5905
*
```

## Properties
HOMO energy in eV: -8.43
HOMO-LUMO gap in eV: 8.95
Relative energy (zero: lowest compared OMol25 entry of this formula, charge and spin) in kcal/mol: 49.6

Here are the Mulliken charges for atoms 1 to 4, given in e: -1.07, 0.10, -0.24, -0.51